A structure of composition C3H3F2FeNO13S2 at a distorted geometry, computed with wB97M-V/def2-TZVPD.

```
25
Properties=species:S:1:pos:R:3:forces:R:3
Fe 0.506317 -0.053821 0.374615 1.5294 -1.0658 0.0854
N -0.784828 0.620770 -0.853776 -2.2032 -1.6905 3.4264
S -0.796426 1.307450 -2.231400 -0.4843 2.4919 -5.0743
O -0.592385 2.747068 -2.286335 -0.6557 -0.0514 0.4189
O -1.333682 0.619929 -3.399323 -0.1794 0.0071 -0.0910
F 0.705253 0.904912 -2.505059 2.4055 -0.5843 -0.0608
S -2.536343 0.725960 -0.869694 -1.0459 1.5796 -1.0902
O -3.301429 -0.220845 -1.655458 0.3004 -0.6597 0.7213
O -3.151732 2.039041 -0.650408 0.3783 -0.6860 1.0636
F -2.679264 0.049413 0.617851 0.2128 0.2797 -0.2741
O 0.189030 -0.670181 4.192792 1.0637 0.0164 0.0714
C 0.406665 -0.252394 2.924272 0.9632 -2.0312 -1.8997
O 1.353317 -0.636620 2.194724 3.4881 -1.9498 1.6333
O -0.391279 0.351176 2.260160 -5.2533 3.4285 0.0257
H -0.747056 -0.612031 4.397632 -0.1923 0.3972 -0.3629
O -0.337162 -3.924450 -0.674330 0.1730 -0.7381 -0.2313
C -0.065927 -2.684710 -0.306972 -0.0091 2.8762 0.4026
O 0.766511 -1.935410 -0.758091 6.5600 0.0824 -5.1953
O -0.670591 -2.020888 0.509626 -5.8463 -0.7264 5.6652
H -1.105192 -4.150984 -0.144790 -0.3013 -0.1410 0.1076
O 3.653032 2.291838 -0.343830 0.9853 1.0455 0.2829
C 2.624162 1.547986 -0.061843 -4.9778 -3.2624 -0.0001
O 1.571326 1.852392 0.517604 -0.7215 4.8949 2.8015
O 2.429613 0.371705 -0.450616 3.7895 -3.2583 -2.2025
H 4.288072 1.732693 -0.797349 0.0211 -0.2544 -0.2236
```
Forces are in eV/Å.

Properties
LUMO level (alpha / beta): 4.94 / 4.92 eV
total energy: -92758.727 eV
expectation value of S²: 12.01
HOMO (alpha / beta): 1.073 / -2.762 eV
spin multiplicity: 7
net charge: -2

The molecule C27H27N3O5, computed with wB97M-V/def2-TZVPD.

```
62
Properties=species:S:1:pos:R:3:forces:R:3
C 1.683343 -3.810809 -1.061020 0.1050 -0.1662 0.2246
H 1.024307 -3.870582 -0.195292 0.0825 -0.0306 -0.0289
O 1.016875 -2.988393 -1.986831 -0.0796 0.3067 -0.5359
C 1.637393 -2.714033 -3.184335 -0.0424 0.0568 -0.0629
C 2.869856 -3.205867 -3.575470 -0.1248 -0.0577 0.2447
C 3.394726 -2.856856 -4.812337 0.0348 0.0572 -0.1407
C 2.696169 -2.019048 -5.658742 0.1391 -0.1125 0.0600
C 1.460160 -1.519359 -5.280546 -0.0906 0.0466 0.0105
C 0.924940 -1.861553 -4.050210 0.1686 -0.0500 -0.0390
N -0.313813 -1.411003 -3.586827 0.1290 -0.3960 0.5774
C -1.187898 -0.552387 -4.152313 -0.3875 -0.0630 0.4112
O -1.064958 -0.004725 -5.223697 -0.0529 0.1500 -0.1686
C -2.430315 -0.298603 -3.282047 0.0299 0.6054 -0.4430
H -3.322643 -0.489723 -3.882118 0.1659 -0.0226 0.0744
H -2.420927 0.754320 -2.976293 0.0026 -0.2262 -0.1287
O -2.498410 -1.135201 -2.138848 -0.1275 -0.3377 0.0160
C -2.098173 -0.621023 -0.964634 0.1747 0.3539 0.0206
O -1.720124 0.516413 -0.825397 -0.1368 -0.2294 -0.0971
C -2.134495 -1.631524 0.118174 0.0087 -0.1361 0.3453
C -1.961971 -2.986552 -0.151820 -0.0464 0.1762 -0.0194
C -1.944597 -3.900730 0.884837 0.0327 -0.0775 0.0460
C -2.108575 -3.471427 2.193081 0.0110 -0.0106 -0.0312
C -2.292473 -2.127062 2.467191 0.0322 0.1442 -0.0914
C -2.295756 -1.196423 1.436453 -0.1795 -0.2179 -0.3193
C -2.656292 0.238189 1.710633 0.0037 -0.0388 0.2937
O -3.795243 0.619044 1.512690 -0.2010 -0.0422 -0.1751
N -1.695824 1.009667 2.256227 0.0168 0.0882 0.1817
C -0.299297 0.652072 2.343689 0.4769 -0.0317 -0.2206
H 0.039047 0.834294 3.370985 0.0184 -0.0927 -0.0674
C 0.504722 1.527100 1.363952 0.0606 -0.3361 0.1410
N 0.292520 2.932865 1.616615 0.0634 -0.0199 -0.3594
C 1.059068 3.611816 2.554958 0.2318 0.1550 0.1235
C 0.929019 5.000163 2.690154 -0.1365 0.0279 -0.0036
C 1.715478 5.711125 3.572075 -0.0158 -0.0026 0.0488
C 2.668908 5.070099 4.345934 0.1264 0.0208 0.1080
C 2.823678 3.702905 4.211715 0.0644 0.1287 0.0813
C 2.033741 2.981439 3.336063 -0.0956 -0.1825 -0.1008
H 2.186552 1.915034 3.275775 -0.0370 -0.0797 -0.0300
H 3.564054 3.182166 4.802503 0.0478 -0.0398 0.0344
H 3.282804 5.628071 5.036090 0.0552 0.0458 0.0544
H 1.587613 6.781193 3.649741 -0.0151 0.0812 -0.0118
H 0.218560 5.537074 2.081037 -0.0463 0.0256 -0.0717
C -1.114518 3.244149 1.464883 -0.3437 -0.0047 0.2326
H -1.414966 2.976535 0.447740 -0.0346 0.0916 0.0472
C -1.946176 2.421757 2.460527 -0.2606 0.3763 -0.1426
H -1.664702 2.687198 3.486287 -0.0329 0.0182 -0.0555
H -3.012952 2.594387 2.313050 0.1149 0.0184 0.0918
H -1.301479 4.303449 1.622848 -0.0075 -0.0359 -0.0617
H 0.142499 1.320851 0.351892 0.1160 -0.0327 0.1208
H 1.566874 1.288457 1.406379 -0.0186 -0.0044 -0.0186
H -0.169097 -0.404119 2.105013 0.0378 0.0926 0.0744
H -2.440147 -1.792429 3.483269 -0.0227 0.0388 0.0989
H -2.101354 -4.187671 3.001109 -0.0118 -0.0575 0.0658
H -1.809253 -4.950968 0.673641 0.0124 -0.0821 -0.0236
H -1.838208 -3.316737 -1.171559 0.0015 -0.0326 -0.0875
H -0.558357 -1.801531 -2.685327 -0.0818 0.1414 -0.2299
H 0.903224 -0.863490 -5.928412 -0.0376 0.0278 -0.0124
H 3.108224 -1.749784 -6.618535 0.0344 0.0301 -0.0903
H 4.357099 -3.248546 -5.104338 0.0830 -0.0318 -0.0250
H 3.432426 -3.860499 -2.928922 0.0118 -0.0543 0.0918
H 1.847548 -4.815327 -1.463060 0.0061 0.0460 0.0026
H 2.641565 -3.377848 -0.758279 -0.0327 -0.0151 -0.0301
```
Forces are in eV/Å.

Properties
ΔE to the lowest compared entry with this formula, charge and spin: 22.0 kcal/mol
LUMO level: 0.14 eV
total energy: -43146.069 eV
HOMO: -7.585 eV
spin multiplicity: 1

The molecule C16H23N3O5 at a distorted geometry, computed with wB97M-V/def2-TZVPD.

```
47
Properties=species:S:1:pos:R:3:forces:R:3
O 0.660330 -2.382647 -1.912191 0.1913 -1.5007 -1.3785
O -1.406360 2.132390 0.445184 -2.6100 3.8646 4.1441
O -3.602112 2.480224 -3.469637 2.4480 0.2529 2.6056
O 0.791847 -3.976067 5.655867 0.2799 0.0772 0.3084
O -1.118208 4.246647 -4.036307 -0.5133 1.5995 1.8962
C -0.150456 -1.704242 -1.338390 0.5985 -0.0028 -0.1852
C -0.847696 1.307519 -0.146583 1.0342 -2.3445 -4.6794
C -2.881553 2.598392 -2.401376 -3.9794 -0.7595 -3.9303
C -0.156548 -3.683501 3.518064 -0.3513 -1.7019 -1.8246
C 0.679196 -1.802437 4.576821 1.7217 -1.0276 2.7679
C -0.570687 -2.863659 2.476005 -0.8486 1.8884 -1.1778
C 0.233516 -0.929102 3.651414 -0.2699 -0.5608 -0.9902
C 0.484017 -3.188494 4.597035 -0.4391 2.1546 0.0986
C -0.421291 -1.435015 2.557212 -0.3311 -1.7132 -0.2311
N -3.456792 2.919981 -1.268221 1.0402 -0.2558 2.6523
N 0.382407 -0.860210 -0.441922 -0.4135 2.4144 2.2617
N -0.816959 1.360670 -1.522041 1.0947 -0.4237 -0.7571
C -1.583106 -1.603888 -1.647929 -1.5707 -0.0890 -0.9935
C -4.870942 2.921401 -1.044211 -0.3154 3.9514 -3.0427
C -1.068268 -0.486975 1.599897 1.4822 -1.2335 -1.0927
C 0.778597 3.518737 -3.075291 1.4594 -0.3804 3.3027
C -0.181614 0.115523 0.494353 0.3337 -0.5174 0.3702
C -1.436023 2.308018 -2.540005 1.6648 -0.0179 1.3475
C -0.645956 3.637456 -2.811026 -1.3635 -0.0916 -1.9471
H 0.866304 -3.421851 6.449069 0.1063 -0.2331 -0.3367
H -1.368972 3.587625 -4.644601 -0.6735 -1.3354 -1.0763
H -0.234861 -4.761762 3.453454 -0.3930 -0.0502 -0.1337
H 1.304697 -1.483344 5.395730 -0.0206 0.6365 0.3570
H -1.129029 -3.235694 1.560585 0.8524 0.0892 1.3689
H 0.369173 0.119354 3.700750 0.3159 0.8906 0.4382
H -2.846132 2.882973 -0.435863 -0.4576 0.1224 -0.6125
H 1.360006 -0.800562 -0.516573 1.3070 -0.4010 -0.0077
H -0.071291 0.746522 -1.875540 -0.8871 0.5301 -0.2926
H -2.115816 -2.578408 -1.657245 0.7593 0.3790 -0.8294
H -2.107053 -1.126466 -0.850286 -0.2994 0.9084 0.3904
H -1.693760 -0.961077 -2.599397 -0.0862 -1.3744 1.3965
H -5.390876 2.867529 -2.021365 0.4696 0.1148 0.4729
H -5.187903 3.871645 -0.576349 0.2689 -0.2100 -0.2591
H -5.278512 2.207786 -0.475972 -0.7565 -3.2760 2.3640
H -1.856546 -1.050285 1.207784 -1.4866 -0.5123 -1.0985
H -1.465916 0.340053 2.067925 -1.0003 1.6747 1.4317
H 0.962492 2.881139 -3.877370 0.4851 -0.5882 -1.8395
H 1.232128 4.529809 -3.094393 -0.0454 -0.8991 -0.3006
H 1.120902 2.936124 -2.198655 0.8450 0.5073 -0.0930
H 0.612896 0.636148 1.064659 0.2773 -0.6917 -0.4492
H -1.499112 1.702047 -3.419823 0.6172 -0.2302 -0.7805
H -0.785049 4.330906 -2.001928 -0.5406 0.3659 0.3645
```
Forces are in eV/Å.

Properties
ΔE to the lowest compared entry with this formula, charge and spin: 55.0 kcal/mol
LUMO level: 0.38 eV
total energy: -31671.818 eV
HOMO: -8.882 eV
spin multiplicity: 1

A structure of composition C36H39CoN5P2S3 at a distorted geometry, computed with wB97M-V/def2-TZVPD.

```
86
Properties=species:S:1:pos:R:3:forces:R:3
Co 1.457719 0.608090 -1.306476 0.3619 -0.0675 0.2714
S 0.267234 -1.490955 -2.566604 0.1449 -0.0867 -0.2844
P -0.533166 -1.286629 -0.728207 0.1275 0.7004 0.8966
C 0.461358 -0.259176 0.228311 -0.6350 -1.2422 0.5899
P 1.087439 -0.418801 1.837663 -0.5400 0.4702 -0.7065
S 2.999299 0.123937 1.970349 0.3978 0.1899 0.1075
C 0.848826 -2.012601 2.696819 0.0975 -0.0573 -0.1526
C -0.422240 -2.504877 2.990466 0.0369 -0.1312 -0.1187
C -0.569533 -3.671347 3.724584 -0.0840 -0.0440 -0.0794
C 0.551224 -4.366047 4.161978 0.0052 -0.0207 -0.0115
C 1.818671 -3.890926 3.861399 -0.0347 -0.0156 -0.0086
C 1.966132 -2.716276 3.133110 -0.0194 -0.1019 0.0467
C 0.193440 0.726020 2.988421 0.1294 0.0249 0.0479
C -0.531518 0.357921 4.117807 -0.0846 0.1122 -0.0305
C -1.173190 1.321269 4.895029 0.0584 -0.0576 -0.0166
C -1.078402 2.663096 4.570465 -0.0194 0.0544 0.0448
C -0.311020 3.048621 3.476451 0.0163 -0.0173 -0.1345
C 0.318846 2.086314 2.704521 -0.1302 0.0009 0.1057
C -2.201120 -0.545151 -0.883984 0.0234 0.0776 -0.2273
C -2.850041 -0.429233 -2.110340 -0.0483 0.0020 0.1145
C -4.094496 0.187337 -2.188861 0.0416 -0.0089 0.0046
C -4.703463 0.672836 -1.039540 0.0011 0.0044 -0.0245
C -4.062589 0.553427 0.187640 0.0047 0.0067 0.0249
C -2.810652 -0.039275 0.261568 0.0105 0.0028 0.0305
C -0.928253 -2.996487 -0.216341 0.1183 -0.0481 0.0526
C 0.130381 -3.897034 -0.088767 -0.1055 -0.0027 0.0622
C -0.107068 -5.224506 0.225358 0.0177 0.0520 -0.0005
C -1.413005 -5.671303 0.398757 0.0357 -0.0149 0.0444
C -2.469789 -4.787182 0.260930 -0.0574 0.0203 0.0976
C -2.230594 -3.450956 -0.038379 0.0429 0.0348 -0.0500
H -1.300501 -1.965025 2.658325 -0.0361 -0.0394 -0.0504
H -1.560706 -4.045108 3.952519 0.0142 0.0244 -0.0181
H 0.432284 -5.276171 4.738627 0.0058 0.0329 -0.0231
H 2.693544 -4.428458 4.208416 -0.0140 0.0332 -0.0357
H 2.950344 -2.318753 2.918164 -0.0261 -0.0095 0.0097
H -0.594727 -0.678987 4.412575 -0.0164 0.0558 0.0481
H -1.734892 1.014564 5.769337 0.0026 -0.0075 -0.0242
H -1.576481 3.409190 5.179924 0.0310 -0.0400 -0.0399
H -0.200664 4.099374 3.230428 0.0141 -0.0417 0.0221
H 0.963353 2.371249 1.885555 -0.0069 0.1076 -0.0766
H -2.367106 -0.821967 -2.997026 -0.0072 0.0204 -0.0111
H -4.588404 0.288864 -3.148878 0.0193 -0.0149 0.0361
H -5.675073 1.149660 -1.100211 0.0414 -0.0054 0.0044
H -4.530367 0.944818 1.083977 0.0274 -0.0204 -0.0249
H -2.283860 -0.086309 1.211633 -0.0151 0.0253 -0.0458
H 1.142398 -3.546577 -0.250870 0.0370 -0.0343 0.0331
H 0.721558 -5.914576 0.329269 -0.0141 0.0277 0.0022
H -1.604768 -6.709507 0.641874 0.0188 0.0166 -0.0178
H -3.488310 -5.133404 0.393739 0.0333 0.0102 -0.0222
H -3.061946 -2.767248 -0.158174 0.0052 -0.0523 0.0402
N 2.260444 2.511676 -0.523765 0.2485 -0.0030 -0.1071
C 2.925959 3.312402 -1.560874 -0.1123 -0.1630 -0.0039
C 3.946908 2.453404 -2.285251 -0.1216 -0.0363 0.1380
N 3.340692 1.203737 -2.756120 -0.1582 0.1920 -0.2710
C 4.294730 0.098557 -2.944253 -0.1194 -0.0884 0.1325
C 3.737683 -1.201964 -2.370017 -0.0715 0.1506 0.0837
N 3.078192 -0.907621 -1.095522 0.3724 0.0612 -0.4914
H 1.544443 3.066431 -0.072142 -0.1160 -0.0500 0.0457
H 2.913493 2.212905 0.200712 -0.0697 -0.0248 0.0966
H 3.427331 4.190711 -1.150851 0.0303 0.1027 -0.0077
H 2.165720 3.659759 -2.265553 -0.0465 -0.0125 0.0365
H 4.742733 2.200875 -1.581033 0.0033 -0.0545 -0.0101
H 4.398698 3.031742 -3.096495 0.0812 0.0131 -0.0208
H 2.843892 1.386412 -3.620660 0.0078 -0.0084 -0.0651
H 5.217181 0.346271 -2.415651 0.0055 0.0601 -0.0102
H 4.551902 -0.040328 -3.997247 0.0524 0.0180 0.0039
H 4.548931 -1.928428 -2.275479 0.0380 -0.0456 -0.0357
H 2.987812 -1.619800 -3.042247 -0.0347 -0.0289 0.0383
H 3.729747 -0.605685 -0.376652 -0.0228 0.0362 0.1149
H 2.617476 -1.726063 -0.722330 -0.2133 -0.0277 0.0157
N 0.574882 1.103730 -4.475783 0.1642 0.1133 0.1275
C -0.216091 1.837787 -3.638597 -0.3276 0.2769 0.1064
N -0.112370 1.834222 -2.341339 0.0972 -0.1246 -0.5368
C -1.087313 2.659443 -1.770502 0.0794 0.1431 -0.1177
C -1.301659 2.845283 -0.413461 0.0030 0.0023 0.1663
C -2.286724 3.725390 0.000788 0.0159 -0.0287 0.0431
C -3.069269 4.420025 -0.921021 -0.0463 0.0107 -0.0442
C -2.881756 4.232182 -2.280314 0.0187 0.0087 -0.0496
C -1.892809 3.347241 -2.685146 0.0330 -0.0335 -0.0207
S -1.454199 2.886136 -4.303717 0.0944 -0.0948 0.0221
H 0.795981 0.203666 -4.049772 -0.0301 -0.1547 0.0466
H 0.233639 1.014929 -5.418844 -0.0382 0.0183 -0.0611
H -0.732208 2.259362 0.292270 0.0715 -0.0812 0.1022
H -2.461010 3.857515 1.062530 0.0193 -0.0147 -0.0381
H -3.842504 5.096737 -0.577146 0.0555 -0.0256 -0.0073
H -3.486667 4.755623 -3.011842 0.0094 -0.0317 0.0765
```
Forces are in eV/Å.

Properties
ΔE to the lowest compared entry with this formula, charge and spin: 9.8 kcal/mol
LUMO level (alpha / beta): 0.27 / 0.27 eV
total energy: -134129.395 eV
expectation value of S²: 3.76
HOMO (alpha / beta): -6.408 / -6.582 eV
spin multiplicity: 4